Record 1
28
Properties=species:S:1:pos:R:3 method="wB97M-V/def2-TZVPD" gap_ev="4.586 / 7.315" e_above_lowest_kcal_mol=37.6 spin_multiplicity=3 charge=0 total_energy_ha=-765.62034
C 1.72010 -1.47641 0.76985
C 0.68100 2.66119 -0.67640
C -2.36480 0.14314 -1.32048
C -0.46154 -1.66439 -1.64063
C 1.19511 -1.05033 3.20940
C 1.02688 1.18121 -0.63921
C -0.87878 -0.17026 -1.53943
C 1.08199 -0.82601 1.79991
N 2.18904 -2.05008 -0.10110
N -0.10737 0.30940 -0.31108
P -0.34323 -0.07974 1.27769
H -0.25650 3.00963 -1.20560
H 0.40368 2.90537 0.39088
H 1.44407 3.26866 -1.11157
H -2.48263 1.04056 -0.71508
H -2.79973 0.44019 -2.31333
H -2.92708 -0.76358 -0.91680
H -0.96781 -2.20245 -2.41455
H -0.54243 -2.20118 -0.61117
H 0.60327 -1.61208 -1.79341
H 0.91847 -2.01674 3.49717
H 2.17287 -1.00944 3.54861
H 0.68059 -0.29671 3.74281
H 1.33640 0.95937 -1.64416
H 1.98212 0.91438 -0.17210
H -0.59158 0.44432 -2.43077
H -1.63264 -0.75051 1.08773
H -1.07947 0.89249 2.23280

---

Record 2
13
Properties=species:S:1:pos:R:3 method="wB97M-V/def2-TZVPD" gap_ev=9.732 e_above_lowest_kcal_mol=73.6 charge=0 total_energy_ha=-729.07402
C -0.88664 -1.06385 1.70585
C -0.23489 -1.14055 0.34569
C 0.56591 1.42368 -1.02027
O 0.46703 1.53613 -2.44758
O 1.66638 1.85217 -0.57371
Cl -1.33097 -0.81282 -0.93458
H -1.75689 -0.27973 1.53645
H -1.30245 -1.96748 2.21882
H -0.17124 -0.58675 2.42777
H 0.59486 -0.30279 0.29626
H 0.30176 -2.07199 0.20605
H -0.39968 1.36062 -2.67840
H 2.48684 2.05337 -1.08236

---

Record 3
47
Properties=species:S:1:pos:R:3 method="wB97M-V/def2-TZVPD" gap_ev=5.703 e_above_lowest_kcal_mol=6.0 charge=-1 total_energy_ha=-2299.06900
C 4.95581 -0.88745 -2.61048
C 4.74376 -0.86051 -1.23090
C 3.58087 -0.28854 -0.69383
C 2.61221 0.24896 -1.54044
S 1.11404 0.99976 -0.87505
C 0.10533 -0.33424 -0.37940
C -1.23580 -0.43146 -0.89523
C -1.98513 -1.63508 -0.75730
C -3.22744 -1.80782 -1.36115
C -3.82466 -0.75992 -2.06988
C -3.16658 0.47177 -2.14422
C -1.91982 0.64028 -1.55117
O 1.59428 1.72371 0.28220
O 0.64523 1.74924 -2.02006
C 2.80499 0.20370 -2.92318
C 3.97316 -0.35264 -3.44688
H 5.86734 -1.31619 -3.03666
H 5.50004 -1.26992 -0.56458
H 3.41159 -0.27030 0.38026
H 0.68079 -1.26583 -0.26760
H -1.53598 -2.42870 -0.16107
H -3.73782 -2.76424 -1.22892
H -4.78715 -0.89799 -2.56292
H -3.62286 1.32014 -2.65749
H -1.43191 1.61207 -1.59341
H 2.04211 0.59496 -3.59159
H 4.11015 -0.34623 -4.52573
F 1.45251 -1.43889 4.46214
C 1.44450 -2.41368 3.52569
F 2.66647 -3.03968 3.53570
F 0.51373 -3.33023 3.88130
S 1.19838 -1.75742 1.87299
N 0.01477 -0.58472 2.31722
C -1.38534 -0.76287 2.19435
O -1.98352 -1.81792 2.04666
C -1.91736 0.61108 2.17200
C -0.84989 1.51060 2.20892
C -0.95363 2.78129 1.65379
C -2.18717 3.09910 1.07124
C -3.29766 2.24000 1.16103
C -3.18498 0.97089 1.73557
C 0.39441 0.76753 2.54751
O 1.47664 1.15670 2.93169
H -0.12363 3.49336 1.66247
H -2.28507 4.04856 0.53776
H -4.23999 2.54254 0.69605
H -4.01972 0.27624 1.81263

---

Record 4
62
Properties=species:S:1:pos:R:3 method="wB97M-V/def2-TZVPD" gap_ev="8.201 / 8.351" spin_multiplicity=6 charge=0 total_energy_ha=-5970.88511
Mn -0.59104 -1.74646 -2.56614
O -0.14523 -1.68729 -0.51937
P 0.85709 -1.06391 0.40486
C 1.40806 0.51418 -0.26589
P 0.09035 1.20599 -1.29205
O -0.23961 0.35262 -2.47673
C -1.31631 1.42812 -0.20471
C -1.20889 2.21646 0.94154
C -2.28426 2.33687 1.80251
C -3.47300 1.67272 1.51757
C -3.58561 0.89698 0.37509
C -2.50772 0.77143 -0.49260
C 0.63819 2.84291 -1.78124
C -0.15849 3.52578 -2.70206
C 0.19352 4.79864 -3.11272
C 1.34003 5.40031 -2.60974
C 2.13923 4.72689 -1.70087
C 1.78940 3.44825 -1.28761
C 2.29881 -2.05839 0.69383
C 3.53631 -1.49167 0.97769
C 4.62874 -2.30734 1.22656
C 4.48018 -3.68595 1.18687
C 3.24650 -4.25285 0.89882
C 2.14981 -3.44277 0.65554
C 0.08575 -0.73399 1.98841
C -1.25780 -1.05190 2.14678
C -1.88771 -0.77991 3.35373
C -1.18128 -0.19240 4.39022
C 0.16487 0.12197 4.23405
C 0.79815 -0.15182 3.03470
H 2.27999 0.35407 -0.90772
H 1.63222 1.20832 0.54668
H -0.28687 2.74220 1.16529
H -2.19928 2.94347 2.69374
H -4.31416 1.76458 2.19157
H -4.50875 0.37903 0.15327
H -2.59939 0.15682 -1.38177
H -1.04632 3.05268 -3.10311
H -0.42413 5.32293 -3.82909
H 1.61307 6.39543 -2.93431
H 3.03754 5.19064 -1.31786
H 2.43085 2.92921 -0.59032
H 3.66480 -0.41665 0.97667
H 5.59562 -1.86980 1.43293
H 5.33488 -4.32331 1.36987
H 3.14115 -5.32764 0.85272
H 1.19141 -3.88108 0.40675
H -1.80066 -1.49806 1.32349
H -2.93377 -1.02478 3.47870
H -1.67690 0.01916 5.32861
H 0.71652 0.57290 5.04747
H 1.85180 0.07907 2.92477
Se 0.88352 -2.61519 -4.39633
C 2.03879 -1.80604 -3.19545
N 2.69887 -1.22823 -2.43520
F -4.45698 -4.43476 -1.65238
C -4.34230 -3.15070 -1.98587
F -4.79198 -2.41729 -0.94052
F -5.15835 -2.91795 -3.01784
C -2.88627 -2.73433 -2.27960
O -1.96045 -3.43739 -1.85595
O -2.73253 -1.64080 -2.88623

---

Record 5
58
Properties=species:S:1:pos:R:3 method="wB97M-V/def2-TZVPD" gap_ev=10.085 e_above_lowest_kcal_mol=64.7 charge=0 total_energy_ha=-1379.60986 smiles=OCCO.OCCO.OCCO.OCCO.O.O.O.O.O.O
O -0.08124 0.39385 -0.15551
H -0.27603 0.82777 0.67749
H 0.77262 -0.01465 0.00952
O 1.21955 3.20563 -1.15433
H 0.58849 2.93691 -0.49854
H 1.96208 2.60005 -1.12497
O -3.08535 -1.21266 -0.01069
H -3.71074 -1.83935 -0.34922
H -2.53707 -1.06750 -0.79528
O -1.29404 1.66840 1.95127
H -1.01046 2.15961 2.65814
H -1.32558 0.80853 2.37599
O -1.35148 -0.94072 -1.94771
H -1.19996 -0.77198 -2.89709
H -0.90026 -0.24635 -1.47374
O -1.35151 3.94573 -0.04159
H -1.65665 3.06689 0.19028
H -2.19127 4.35402 0.02043
C 0.45572 -2.61296 0.82564
C 1.19512 -3.73765 0.04825
O 2.16792 -4.25120 0.80845
O 0.05237 -3.21855 2.01830
H -0.26173 -2.09871 0.21408
H 1.09222 -1.84661 1.19624
H 1.54209 -3.33383 -0.84271
H 0.51202 -4.59391 -0.08692
H 2.07790 -4.09281 1.73438
H -0.69103 -3.73915 1.76740
C 3.35035 0.46156 2.12094
C 3.52537 -1.03952 2.18817
O 4.86096 -1.33680 2.54431
O 2.01773 0.80177 1.96104
H 4.01547 0.93910 1.40036
H 3.57392 1.06774 3.03031
H 3.43428 -1.42990 1.18212
H 2.88383 -1.46792 2.91928
H 4.81493 -2.29077 2.33548
H 1.92570 1.72807 1.85757
C 2.07550 -0.99233 -2.30202
C 1.66663 0.12729 -3.20096
O 1.58671 -0.49568 -4.53642
O 2.51334 -0.58114 -1.00221
H 2.92729 -1.49983 -2.82989
H 1.19836 -1.67852 -2.16748
H 2.43023 0.82474 -3.30369
H 0.82691 0.68630 -2.90007
H 2.40206 -0.77063 -4.89884
H 3.00077 0.31649 -1.04142
C -4.74753 2.28575 0.77497
C -4.26777 1.98760 -0.65558
O -2.96832 1.57574 -0.64294
O -6.13438 2.36875 0.61568
H -4.26809 3.08580 1.26112
H -4.48816 1.47900 1.45573
H -4.40261 2.99419 -1.21841
H -4.86987 1.32452 -1.28326
H -2.90916 0.71531 -0.21776
H -6.68818 2.46453 1.43633

---

Record 6
25
Properties=species:S:1:pos:R:3 method="wB97M-V/def2-TZVPD" gap_ev="11.280 / 9.823" spin_multiplicity=4 charge=+1 total_energy_ha=-2107.26461
O 0.26026 -2.62039 -2.01648
O 1.82751 -3.78641 -3.05216
O 2.35754 -2.04605 -1.72172
C 1.49106 -2.79751 -2.25488
C 3.21796 -4.03021 -3.27665
H 3.26418 -4.88598 -3.95559
H 3.72112 -4.26663 -2.33170
H 3.68877 -3.15597 -3.74077
Co 0.87216 -1.17283 -0.89918
C 0.64052 -0.29209 2.00953
H 1.60902 -0.33073 2.51337
C 0.64136 0.13439 0.56606
H 1.32400 0.98424 0.40614
O -0.18643 0.73787 2.65905
C -0.93141 1.24646 1.74003
O -0.69511 0.89235 0.53948
O -1.77196 2.14129 2.05925
C -2.51782 2.80988 0.98990
C -3.33152 3.90445 1.62078
H -3.13836 2.04616 0.50680
H -1.78433 3.19287 0.27104
H -4.03333 3.49895 2.35983
H -3.90881 4.39879 0.82900
H -2.68295 4.64694 2.10164
H 0.06659 -1.24981 2.07722